A single C4H9NO molecule in a non-equilibrium geometry, computed with ωB97M-V with the def2-TZVPD basis set.

```
! RIJCOSX wB97M-V def2-TZVPD def2/J DEFGRID3
* xyz 0 1
O -2.05714 -0.21940 -0.64908
C -1.55432 -0.23964 0.65490
C -0.25457 0.54894 0.79939
N 0.75572 0.14232 -0.19361
C 1.50368 1.02926 -0.76420
C 0.96311 -1.14011 -0.43534
H -1.35870 -0.63237 -1.18387
H -1.41933 -1.26444 1.02372
H -2.31123 0.22778 1.28616
H -0.44248 1.61223 0.63770
H 0.17091 0.41254 1.80113
H 1.22151 2.03867 -0.88191
H 2.42727 0.81460 -1.22577
H 0.77464 -1.83446 0.35104
H 1.58093 -1.49592 -1.22027
*
```

Properties
HOMO-LUMO gap in eV: 7.87
LUMO energy in Ha: 0.0318
Highest occupied orbital energy in eV: -7.000
Relative energy (zero: lowest compared OMol25 entry of this formula, charge and spin) in kcal per mole: 86.4

Atom charges from the natural (NBO) analysis, given in e for atoms 1 to 2: -0.71, -0.08